ORCA calculation (ωB97M-V/def2-TZVPD) on a structure of composition C62H73N3O6PS2Sr.

Computed properties:
- Spin multiplicity: 1
- Electronic energy: -4190.790838 Ha
- LUMO energy: 1.11 eV
- Net charge: -1
- Kohn-Sham gap: 0.2090 hartree

Geometry (Å):
Sr (0.504, -0.383, 1.029)
C (-0.551, 5.562, 6.289)
C (-1.000, 5.363, 4.834)
C (-2.522, 5.211, 4.816)
C (-0.635, 6.611, 4.016)
C (-0.305, 4.142, 4.245)
C (-0.957, 3.015, 3.867)
C (-0.265, 1.885, 3.330)
N (-0.839, 0.733, 2.970)
C (-2.084, 0.317, 2.852)
C (-3.273, 1.124, 2.847)
C (-4.501, 0.561, 2.846)
C (-4.584, -0.875, 2.918)
C (-3.535, -1.733, 2.851)
C (-2.201, -1.141, 2.642)
O (-1.229, -1.838, 2.307)
C (-3.800, -3.246, 2.888)
C (-4.676, -3.575, 4.111)
C (-4.551, -3.643, 1.606)
C (-2.544, -4.121, 2.992)
C (-5.799, 1.353, 2.746)
C (-6.593, 0.883, 1.517)
C (-6.640, 1.130, 4.012)
C (-5.537, 2.852, 2.601)
C (1.193, 1.909, 3.203)
O (1.833, 0.937, 2.740)
C (1.875, 3.129, 3.653)
C (1.122, 4.160, 4.115)
C (3.399, 3.205, 3.574)
C (3.849, 3.112, 2.109)
C (3.934, 4.522, 4.144)
C (4.028, 2.063, 4.389)
H (-1.014, 6.458, 6.717)
H (0.534, 5.678, 6.360)
H (-0.835, 4.701, 6.900)
H (-2.988, 6.116, 5.215)
H (-2.853, 4.369, 5.429)
H (-2.897, 5.058, 3.799)
H (-1.211, 7.474, 4.367)
H (-0.856, 6.457, 2.956)
H (0.425, 6.860, 4.103)
H (-2.018, 2.930, 4.026)
H (-3.157, 2.191, 2.734)
H (-5.581, -1.298, 2.997)
H (-5.673, -3.135, 4.038)
H (-4.214, -3.210, 5.032)
H (-4.801, -4.659, 4.197)
H (-5.504, -3.113, 1.524)
H (-4.754, -4.720, 1.600)
H (-3.955, -3.411, 0.719)
H (-1.955, -3.886, 3.882)
H (-1.890, -4.005, 2.133)
H (-2.864, -5.166, 3.056)
H (-6.901, -0.162, 1.608)
H (-5.993, 0.976, 0.609)
H (-7.498, 1.488, 1.399)
H (-6.879, 0.073, 4.158)
H (-7.585, 1.679, 3.943)
H (-6.102, 1.478, 4.899)
H (-4.952, 3.073, 1.703)
H (-4.998, 3.255, 3.465)
H (-6.488, 3.386, 2.523)
H (1.629, 5.060, 4.445)
H (3.465, 3.959, 1.534)
H (3.495, 2.199, 1.648)
H (4.943, 3.121, 2.054)
H (3.572, 5.390, 3.584)
H (5.025, 4.517, 4.074)
H (3.668, 4.655, 5.197)
H (3.742, 1.091, 3.996)
H (3.717, 2.123, 5.438)
H (5.119, 2.147, 4.355)
O (2.779, -3.964, -0.664)
C (1.800, -3.372, -0.200)
O (1.724, -2.141, 0.141)
C (0.474, -4.139, -0.044)
P (-0.908, -3.187, -0.812)
C (-0.173, -2.773, -2.434)
C (-0.359, -1.486, -2.932)
C (0.203, -1.122, -4.154)
C (0.960, -2.036, -4.873)
C (1.157, -3.318, -4.377)
C (0.593, -3.683, -3.165)
C (-2.027, -4.557, -1.292)
C (-2.787, -4.482, -2.461)
C (-3.712, -5.469, -2.774)
C (-3.902, -6.550, -1.923)
C (-3.155, -6.635, -0.755)
C (-2.229, -5.648, -0.443)
H (0.254, -4.226, 1.025)
H (0.565, -5.134, -0.475)
H (-0.936, -0.767, -2.358)
H (0.059, -0.125, -4.535)
H (1.398, -1.743, -5.824)
H (1.756, -4.037, -4.929)
H (0.758, -4.682, -2.778)
H (-2.648, -3.647, -3.139)
H (-4.286, -5.392, -3.691)
H (-4.621, -7.323, -2.169)
H (-3.289, -7.473, -0.079)
H (-1.658, -5.733, 0.475)
S (5.112, -1.949, -0.913)
C (4.828, -1.137, -2.284)
N (5.004, -1.665, -3.550)
C (5.527, -0.756, -4.556)
C (4.599, 0.416, -4.687)
N (4.409, 1.050, -3.394)
C (4.127, 2.491, -3.415)
C (2.769, 2.876, -3.957)
C (2.617, 3.227, -5.296)
C (1.373, 3.587, -5.802)
C (0.271, 3.613, -4.957)
C (0.421, 3.279, -3.617)
C (1.658, 2.900, -3.114)
C (4.309, 0.332, -2.243)
S (3.667, 0.938, -0.866)
C (5.470, -3.039, -3.658)
C (5.098, -3.685, -4.972)
C (5.914, -4.677, -5.511)
C (5.562, -5.326, -6.687)
C (4.390, -4.984, -7.347)
C (3.573, -3.991, -6.822)
C (3.923, -3.347, -5.643)
H (5.594, -1.278, -5.506)
H (6.538, -0.428, -4.278)
H (3.635, 0.083, -5.086)
H (5.005, 1.156, -5.377)
H (4.908, 2.951, -4.025)
H (4.222, 2.847, -2.397)
H (3.487, 3.230, -5.947)
H (1.268, 3.856, -6.847)
H (-0.702, 3.900, -5.338)
H (-0.439, 3.310, -2.953)
H (1.769, 2.637, -2.065)
H (5.026, -3.598, -2.837)
H (6.557, -3.088, -3.502)
H (6.832, -4.945, -4.998)
H (6.207, -6.098, -7.088)
H (4.115, -5.487, -8.267)
H (2.654, -3.720, -7.329)
H (3.283, -2.576, -5.222)
C (-1.513, 3.058, -0.677)
C (-0.765, 1.795, -0.258)
O (0.461, 1.874, -0.003)
O (-1.431, 0.731, -0.168)
H (-0.914, 3.954, -0.522)
H (-2.451, 3.122, -0.120)
H (-1.784, 2.983, -1.735)

Results of the Mulliken charge analysis, in e, for atoms 1 through 6:
1 Sr 2.3205
2 C -1.7093
3 C 2.0319
4 C -2.1368
5 C -1.7699
6 C -1.0117

***

ORCA calculation (ωB97M-V/def2-TZVPD) on a cluster of 5 separate species, C29H31B4NO16 in total.

Computed properties:
- Spin multiplicity: 1
- Electronic energy: -2482.032142 Ha
- LUMO energy: -2.00 eV
- Net charge: 0
- SMILES: C[C@@H](O)CNCCOB1OBOB(OB(O)O)O1.O=C1C=CC(=O)C=C1.O=C1C=CC(=O)C=C1.O=C1C=CC(=O)C=C1.O=C1C=CC(=O)C=C1
- Kohn-Sham gap: 0.2644 hartree

Geometry (Å):
C (1.550, -2.043, 0.543)
C (0.269, -1.297, 0.218)
O (-0.597, -2.089, -0.596)
C (-0.477, -0.879, 1.485)
N (-0.009, 0.437, 1.943)
C (-0.909, 1.490, 1.480)
C (-0.280, 2.896, 1.605)
O (1.091, 2.867, 1.977)
B (2.038, 2.826, 1.024)
O (3.296, 3.365, 1.250)
B (4.257, 2.876, 0.397)
O (3.957, 2.906, -0.952)
B (2.689, 2.439, -1.258)
O (2.329, 2.179, -2.545)
B (1.739, 3.080, -3.419)
O (2.374, 3.423, -4.588)
O (0.457, 3.538, -3.193)
O (1.797, 2.233, -0.218)
H (2.128, -1.508, 1.297)
H (2.173, -2.160, -0.346)
H (1.312, -3.039, 0.932)
H (0.521, -0.396, -0.352)
H (-0.217, -2.969, -0.698)
H (-1.553, -0.890, 1.273)
H (-0.297, -1.607, 2.281)
H (-0.056, 0.406, 2.954)
H (-1.844, 1.495, 2.058)
H (-1.142, 1.282, 0.435)
H (-0.778, 3.480, 2.380)
H (-0.408, 3.438, 0.664)
H (5.241, 2.343, 0.797)
H (3.084, 4.068, -4.496)
H (0.292, 3.953, -2.339)
C (-1.406, 2.219, 5.857)
C (-2.285, 3.149, 6.219)
C (-3.738, 2.845, 6.306)
O (-4.538, 3.692, 6.633)
C (-4.171, 1.462, 5.972)
C (-3.292, 0.532, 5.609)
C (-1.844, 0.841, 5.526)
O (-1.039, -0.005, 5.190)
H (-0.343, 2.412, 5.782)
H (-1.995, 4.163, 6.467)
H (-5.233, 1.267, 6.042)
H (-3.580, -0.481, 5.359)
C (-3.714, 0.993, -6.647)
C (-3.833, 2.309, -6.796)
C (-2.750, 3.235, -6.369)
O (-2.869, 4.434, -6.504)
C (-1.527, 2.636, -5.779)
C (-1.411, 1.319, -5.625)
C (-2.495, 0.398, -6.042)
O (-2.395, -0.804, -5.897)
H (-4.487, 0.296, -6.945)
H (-4.711, 2.771, -7.229)
H (-0.748, 3.324, -5.479)
H (-0.528, 0.859, -5.203)
C (3.040, -3.360, -5.625)
C (2.950, -2.036, -5.713)
C (1.669, -1.379, -6.078)
O (1.585, -0.170, -6.151)
C (0.495, -2.248, -6.342)
C (0.587, -3.572, -6.249)
C (1.865, -4.233, -5.884)
O (1.952, -5.439, -5.798)
H (3.959, -3.867, -5.361)
H (3.787, -1.376, -5.526)
H (-0.426, -1.740, -6.599)
H (-0.255, -4.228, -6.430)
C (1.005, -5.344, 5.568)
C (1.540, -5.079, 6.757)
C (1.386, -3.744, 7.393)
O (1.876, -3.506, 8.475)
C (0.610, -2.719, 6.651)
C (0.073, -2.983, 5.463)
C (0.230, -4.316, 4.828)
O (-0.254, -4.555, 3.742)
H (1.105, -6.307, 5.083)
H (2.109, -5.809, 7.318)
H (0.511, -1.753, 7.130)
H (-0.496, -2.247, 4.912)

Results of the Mulliken charge analysis, in e, for atoms 1 through 6:
1 C -1.7328
2 C 1.2298
3 O -0.5546
4 C -0.5524
5 N -0.0086
6 C -0.7161

***

ORCA calculation (ωB97M-V/def2-TZVPD) on an isolated molecule of C21H23FN2O8.

Computed properties:
- Spin multiplicity: 1
- Electronic energy: -1625.357323 Ha
- LUMO energy: 0.16 eV
- Net charge: 0
- SMILES: CCOC(=O)[C@@H]1CN(c2cc3c(cc2F)c(=O)c(C(=O)O)cn3CC)O[C@H]1C(=O)OCC
- Kohn-Sham gap: 0.3203 hartree

Geometry (Å):
C (1.112, -5.307, 5.039)
C (0.413, -3.961, 5.148)
H (0.773, -3.396, 6.010)
H (-0.671, -4.099, 5.215)
O (0.702, -3.128, 4.018)
C (-0.018, -3.320, 2.922)
O (-0.896, -4.132, 2.804)
C (0.427, -2.389, 1.795)
H (1.291, -2.859, 1.320)
C (-0.719, -2.183, 0.795)
C (-0.281, -2.110, -0.675)
O (-0.854, -1.451, -1.501)
O (0.775, -2.876, -0.914)
C (1.276, -2.893, -2.259)
C (2.186, -1.702, -2.520)
H (2.587, -1.767, -3.527)
H (3.010, -1.692, -1.812)
H (1.626, -0.774, -2.425)
H (1.820, -3.835, -2.342)
H (0.428, -2.886, -2.950)
O (-1.332, -0.981, 1.210)
N (-0.308, -0.127, 1.664)
C (-0.016, 0.953, 0.856)
C (-0.805, 1.250, -0.247)
C (-0.560, 2.361, -1.053)
C (0.481, 3.245, -0.704)
C (1.247, 2.974, 0.436)
C (1.007, 1.861, 1.191)
F (1.764, 1.646, 2.296)
H (2.030, 3.665, 0.707)
C (0.772, 4.443, -1.484)
O (1.686, 5.224, -1.186)
C (-0.096, 4.626, -2.624)
C (-1.064, 3.709, -2.910)
N (-1.304, 2.604, -2.190)
C (-2.368, 1.707, -2.609)
C (-3.667, 1.997, -1.863)
H (-3.539, 1.868, -0.791)
H (-3.989, 3.019, -2.051)
H (-4.444, 1.319, -2.204)
H (-2.522, 1.854, -3.680)
H (-2.050, 0.674, -2.453)
H (-1.681, 3.877, -3.783)
C (0.043, 5.805, -3.533)
O (-0.684, 5.956, -4.486)
O (1.006, 6.658, -3.224)
H (1.485, 6.343, -2.405)
H (-1.604, 0.567, -0.469)
C (0.737, -0.951, 2.257)
H (1.723, -0.633, 1.915)
H (0.698, -0.869, 3.345)
H (-1.473, -2.975, 0.886)
H (0.924, -5.885, 5.938)
H (0.731, -5.856, 4.182)
H (2.184, -5.167, 4.924)

Results of the Mulliken charge analysis, in e, for atoms 1 through 6:
1 C -1.1159
2 C -0.2777
3 H 0.3373
4 H 0.3326
5 O -0.2591
6 C 0.1512

***

ORCA calculation (ωB97M-V/def2-TZVPD) on a structure of composition C8H15Cl2N5Tm.

Computed properties:
- Spin multiplicity: 3
- Electronic energy: -2593.174327 Ha
- LUMO energy (alpha / beta): 3.04 / 3.08 eV
- Net charge: -1
- ⟨S²⟩: 2.0871
- Kohn-Sham gap (alpha / beta): 0.2018 / 0.1790 hartree

Geometry (Å):
Tm (-2.116, -2.608, -0.901)
Cl (-1.462, -4.381, -2.445)
Cl (-3.465, -0.570, -0.780)
C (-0.414, 2.048, 0.066)
H (-0.496, 2.887, -0.640)
H (-1.273, 2.000, 0.755)
C (-0.039, 0.718, -0.516)
C (0.836, 1.748, 0.595)
H (-0.490, -0.144, -0.015)
C (2.098, 2.294, 0.027)
H (0.874, 1.336, 1.607)
C (1.971, 2.722, -1.449)
H (2.406, 3.167, 0.624)
H (2.914, 1.566, 0.129)
C (1.468, 1.647, -2.413)
H (1.314, 3.596, -1.510)
H (2.954, 3.060, -1.799)
C (0.489, 0.558, -1.868)
H (0.986, 2.148, -3.262)
H (2.333, 1.127, -2.845)
H (-0.363, 0.488, -2.567)
H (0.996, -0.418, -1.939)
N (-2.658, -2.738, 3.357)
N (-1.635, -3.064, 2.493)
N (-0.344, -2.744, 2.856)
C (0.233, -2.542, 1.686)
N (-0.631, -2.538, 0.644)
N (-1.857, -2.828, 1.213)
H (-3.516, -3.167, 3.030)
H (-2.405, -2.984, 4.306)
H (1.290, -2.383, 1.558)

Results of the Mulliken charge analysis, in e, for atoms 1 through 6:
1 Tm 0.8968
2 Cl -0.7090
3 Cl -0.6424
4 C -0.8475
5 H 0.1840
6 H 0.3190

***

ORCA calculation (ωB97M-V/def2-TZVPD) on a structure of composition C24H33LaN2O5P2S.

Computed properties:
- Spin multiplicity: 1
- Electronic energy: -2532.429332 Ha
- LUMO energy: 0.03 eV
- Net charge: 0
- Kohn-Sham gap: 0.2593 hartree

Geometry (Å):
C (-0.492, 4.034, -2.647)
C (-0.516, 2.678, -2.315)
N (0.292, 2.227, -1.329)
C (1.186, 3.015, -0.693)
C (1.261, 4.372, -1.004)
C (0.402, 4.885, -1.986)
C (-1.446, 1.692, -3.046)
P (-1.988, 0.176, -2.184)
La (0.113, -0.053, -0.479)
P (2.618, 0.632, 0.249)
C (2.060, 2.380, 0.430)
C (0.368, -2.419, -0.634)
C (-0.659, -2.928, 0.131)
C (-0.656, -4.323, 0.328)
C (0.368, -5.105, -0.216)
C (1.413, -4.511, -0.937)
C (1.434, -3.116, -1.144)
O (-0.357, 0.355, -5.361)
O (0.694, -1.815, -4.197)
H (-1.196, 4.411, -3.391)
H (1.993, 4.999, -0.486)
H (0.434, 5.946, -2.234)
C (-3.306, 0.557, -0.961)
C (-2.516, -1.212, -3.224)
H (2.993, 2.938, 0.567)
H (1.504, 2.458, 1.387)
H (-0.995, 1.345, -4.021)
H (-2.389, 2.183, -3.305)
C (2.923, -0.110, 1.905)
C (4.129, 0.508, -0.759)
H (-1.443, -2.291, 0.573)
H (-1.461, -4.782, 0.905)
H (0.348, -6.188, -0.076)
H (2.204, -5.133, -1.358)
H (2.240, -2.588, -1.668)
H (1.052, -1.177, -3.451)
H (0.585, -2.672, -3.753)
H (-0.006, -0.544, -5.090)
H (0.346, 0.793, -5.853)
H (1.229, -0.397, -2.495)
H (-4.263, 0.797, -1.455)
H (-3.467, -0.321, -0.301)
H (-3.026, 1.398, -0.296)
H (-3.415, -0.960, -3.816)
H (-1.678, -1.500, -3.895)
H (-2.731, -2.089, -2.577)
H (5.028, 0.945, -0.288)
H (4.315, -0.568, -0.965)
H (3.937, 0.992, -1.737)
H (3.822, 0.315, 2.387)
H (2.051, 0.032, 2.576)
H (3.060, -1.203, 1.764)
O (-1.061, 3.243, 4.648)
S (-0.155, 2.163, 4.336)
O (1.192, 2.187, 4.819)
N (-0.197, 1.719, 2.698)
C (-0.846, 0.581, 2.528)
O (-1.110, 0.059, 1.375)
C (-1.234, -0.108, 3.737)
C (-1.756, -1.401, 3.797)
C (-2.030, -1.864, 5.081)
C (-1.761, -1.071, 6.224)
C (-1.192, 0.213, 6.111)
C (-0.924, 0.666, 4.834)
H (-1.906, -1.962, 2.865)
H (-2.460, -2.857, 5.190)
H (-1.996, -1.473, 7.216)
H (-0.960, 0.846, 6.962)

Results of the Mulliken charge analysis, in e, for atoms 1 through 6:
1 C -0.8053
2 C 0.4559
3 N 0.5136
4 C 0.8595
5 C -0.8071
6 C -0.4825

***

- What is the electronic energy in the fourth record?
  -2593.174327 Ha